The following is a DFT calculation (ωB97M-V/def2-TZVPD) of C4H7NO as an isolated structure.

As for the charge: 0. The calculation puts the calculated total energy at -7794.2900 eV.

```
13
Properties=species:S:1:pos:R:3:forces:R:3
C -0.647431 1.597157 -2.068285 0.08 -0.05 0.06
C -0.171974 0.823130 -0.895447 -0.03 -0.07 0.03
O -0.740899 0.692695 0.226972 0.14 0.04 -0.16
C 0.926844 0.136970 -0.452383 -0.18 0.06 -0.05
C 0.721912 -1.569815 2.357505 -0.11 -0.15 -0.03
N -0.317492 -2.026846 1.793058 0.27 0.27 0.14
H -1.495339 1.067760 -2.517124 0.12 0.07 0.09
H 0.152418 1.694337 -2.804847 -0.14 0.02 0.07
H -0.990840 2.582826 -1.739269 0.05 -0.15 -0.06
H 0.903568 -0.954532 -0.487768 -0.01 0.13 -0.05
H 1.004961 -0.510206 2.370871 -0.10 -0.10 -0.04
H 1.405718 -2.258448 2.863427 -0.14 0.05 -0.08
H -0.841189 -1.252537 1.370770 0.06 -0.13 0.07
```
Positions in Å, forces in eV/Å.


The following is a DFT calculation (ωB97M-V/def2-TZVPD) of one molecule with the formula C3H3NO2 in a non-equilibrium geometry.

The SMILES is CC1(C#N)OO1. As for the charge: 0. The calculation puts the calculated total energy at -8740.1134 eV.

```
9
Properties=species:S:1:pos:R:3:forces:R:3
C -0.877236 0.116244 0.498119 -0.35 -2.69 0.67
C 0.443651 -0.411834 0.004183 -0.98 2.37 -1.31
C 0.834860 0.647514 -1.001602 1.09 -0.21 0.52
N 1.112793 1.603652 -1.575227 -0.16 -0.31 -0.11
O 1.423072 -1.045862 0.673924 0.98 0.12 1.34
O 0.646055 -1.699078 -0.359826 -0.48 -1.33 -0.80
H -1.307874 0.407085 -0.431122 -1.24 0.08 -0.43
H -0.789889 0.971331 1.078412 0.63 1.77 0.99
H -1.485431 -0.589053 1.113139 0.51 0.20 -0.86
```
Positions in Å, forces in eV/Å.


The following is a DFT calculation (ωB97M-V/def2-TZVPD) of a 2-piece molecular cluster, C2H6N3OS overall in a non-equilibrium geometry.

As for the expectation value of S²: 2.010. As for the charge: +1. Its multiplicity is 3. The calculation puts the calculated total energy at -19512.1526 eV.

```
13
Properties=species:S:1:pos:R:3:forces:R:3
C 0.598227 0.856593 1.150681 -0.01 0.95 -0.31
C -0.403782 -0.299961 -1.759688 -0.14 2.02 0.14
N -0.593361 0.929083 -2.070647 -0.20 0.16 -0.94
N -0.028843 -0.046899 0.505537 0.49 -2.57 2.70
N -0.071040 -1.324311 1.091018 -0.59 1.59 -1.11
O 1.164583 0.736032 2.309907 0.29 -0.23 0.24
S -0.304213 -1.823604 -1.936093 0.19 -2.35 -1.09
H 0.663716 1.850771 0.723340 0.02 0.02 0.04
H -0.577817 1.668312 -1.379448 -0.01 0.01 -0.09
H -0.811687 1.207080 -3.023970 -0.06 0.22 0.04
H 1.107383 -0.178505 2.651842 -0.03 0.20 -0.09
H -1.033488 -1.561564 1.308913 -0.12 -0.08 0.31
H 0.290321 -2.013028 0.428608 0.19 0.08 0.18
```
Positions in Å, forces in eV/Å.


The following is a DFT calculation (ωB97M-V/def2-TZVPD) of an isolated ion of composition C2H3N2O2 and charge -1 in a non-equilibrium geometry.

The SMILES is O=C([O-])C1NN1. As for the charge: -1. The calculation puts the calculated total energy at -9196.8514 eV.

```
9
Properties=species:S:1:pos:R:3:forces:R:3
O -2.111552 -0.958813 0.314331 -1.58 -2.44 1.33
C -1.346544 -0.056101 0.057533 -0.27 2.74 -2.73
O -1.648064 1.097338 -0.355470 0.55 0.09 0.86
C 0.083140 -0.462562 0.009352 3.11 2.86 0.10
N 1.085680 0.292128 0.773970 -0.54 1.65 -1.11
N 1.188157 0.496673 -0.734365 -1.84 -2.72 0.93
H 0.194402 -1.519500 0.111207 0.63 -0.61 -0.48
H 0.644208 1.251672 0.972841 0.49 -1.89 -0.05
H 1.910572 -0.140839 -1.149401 -0.53 0.30 1.14
```
Positions in Å, forces in eV/Å.


The following is a DFT calculation (ωB97M-V/def2-TZVPD) of C23H41N2P3SeTb as an isolated structure in a non-equilibrium geometry.

As for the expectation value of S²: 12.838. As for the charge: +3. Its multiplicity is 7. The calculation puts the calculated total energy at -143114.9759 eV.

```
71
Properties=species:S:1:pos:R:3:forces:R:3
Tb -0.323890 0.560143 0.253348 -1.70 -0.26 0.52
P 2.582959 1.468278 -0.376673 2.04 0.56 -0.02
P -2.550816 1.524830 -1.525208 -1.02 0.11 -0.91
P 0.096158 -1.072946 -1.985242 0.08 -1.24 -0.96
H 1.838307 -5.625201 4.977249 0.57 -0.15 -0.07
C 2.682899 -5.833583 4.304621 0.69 0.18 0.30
C 3.642903 -4.920524 4.077789 -0.36 -0.65 0.33
H 3.701412 -4.003510 4.680026 -0.23 -0.22 -0.48
C 2.810276 2.761519 0.851440 -0.30 -0.07 0.40
C 1.804898 2.251670 -1.822213 -1.07 -0.48 -0.18
C 4.204559 0.929688 -0.944368 0.26 -0.64 -0.01
C -3.896075 0.282428 -1.448502 0.05 -0.11 0.27
C -3.545405 3.060749 -1.296413 0.34 0.27 0.33
C -2.241647 1.636095 -3.336844 0.27 0.09 0.03
C 1.285772 -2.275376 -1.248157 -0.02 0.09 -0.04
C 0.787547 -0.796900 -3.661906 0.02 0.18 -0.09
C -1.337194 -2.165975 -2.344939 -0.12 0.07 0.09
H 2.733060 -6.855962 3.904622 -0.11 0.60 -0.16
H 4.427390 -5.071962 3.330042 -0.10 -0.15 0.49
H 3.047562 2.294680 1.814521 0.12 0.20 -0.11
H 1.887163 3.344243 0.962616 0.18 -0.08 0.01
H 3.623855 3.438157 0.549306 -0.20 -0.28 -0.01
H 0.941720 2.873007 -1.535201 0.41 -0.25 -0.09
H 1.476194 1.528240 -2.586139 0.23 0.23 0.31
H 2.560687 2.916974 -2.280574 -0.07 -0.31 0.43
H 4.757093 0.434342 -0.135319 -0.14 0.16 -0.11
H 4.796253 1.788389 -1.301042 -0.38 -0.11 0.20
H 4.118507 0.214048 -1.773579 -0.08 0.16 0.18
H -4.831675 0.718575 -1.822023 0.25 -0.18 0.02
H -4.036056 -0.028793 -0.405210 -0.11 -0.03 -0.25
H -3.627920 -0.592903 -2.048607 -0.19 0.14 0.20
H -4.487753 3.007177 -1.861248 0.35 -0.14 0.13
H -2.991279 3.942759 -1.649998 -0.14 -0.21 0.11
H -3.779686 3.198399 -0.233974 -0.05 0.04 -0.17
H -3.055747 2.172789 -3.846886 0.22 -0.26 0.18
H -2.138463 0.634664 -3.773278 -0.01 0.26 0.06
H -1.309199 2.194885 -3.498765 -0.22 -0.10 -0.15
H 1.518755 -3.051917 -1.992604 0.02 0.17 0.32
H 0.863084 -2.742216 -0.343412 0.11 0.10 -0.30
H 2.211169 -1.751102 -0.964014 -0.09 -0.29 -0.11
H 0.769270 -1.735252 -4.239467 0.02 0.32 0.24
H 1.825982 -0.446072 -3.601983 -0.17 -0.13 -0.06
H 0.201252 -0.038371 -4.201001 0.15 -0.26 0.12
H -0.990670 -3.048276 -2.906011 -0.12 0.30 0.17
H -2.086439 -1.622541 -2.940990 0.32 -0.29 0.15
H -1.803802 -2.495829 -1.403577 0.11 0.09 -0.30
C -0.937009 -2.667095 1.852959 0.81 -0.16 -0.42
C 0.403019 -2.670142 2.314743 -0.41 -0.32 0.14
C 1.039590 -3.881922 2.526661 -0.02 0.40 -0.28
C 0.402564 -5.097379 2.233032 -0.14 0.63 0.12
C -0.874136 -5.096517 1.662549 0.12 0.16 -0.12
C -1.517221 -3.884319 1.413254 -0.10 0.38 0.27
Se -1.883979 -1.038115 1.944846 -0.18 -0.25 -0.16
H 1.998566 0.323105 0.383980 0.63 1.09 -1.24
H 0.915394 -1.729499 2.557382 -0.31 -0.35 0.15
H 2.030984 -3.875148 2.968697 -0.24 -0.15 -0.26
H 0.922570 -6.015477 2.475045 -0.11 -0.05 -0.10
H -1.369275 -6.039792 1.423553 0.16 0.34 -0.03
H -2.483536 -3.859234 0.915155 0.02 -0.09 0.32
N -1.661444 7.073508 -0.867642 0.41 -2.13 1.82
C -1.494536 6.203048 -0.100984 -0.13 1.84 -1.47
C -1.315201 5.080114 0.795077 0.06 -0.01 -0.59
C -1.629838 5.151469 2.156714 -0.23 -0.19 -0.05
C -1.700770 3.977266 2.895704 0.10 -0.14 0.28
C -1.380068 2.773313 2.278508 0.60 0.23 -0.64
N -0.876251 2.729878 1.014209 -0.47 1.27 -0.10
C -0.880701 3.870181 0.257945 -0.12 -0.55 1.12
H -1.869640 6.113410 2.594660 -0.05 -0.09 0.03
H -1.976770 3.984367 3.952738 -0.04 0.04 -0.41
H -1.479105 1.794311 2.763252 0.09 0.46 0.13
H -0.546177 3.779149 -0.782253 -0.32 0.20 0.47
```
Positions in Å, forces in eV/Å.


The following is a DFT calculation (ωB97M-V/def2-TZVPD) of one molecule with the formula C4H6N2O in a non-equilibrium geometry.

The SMILES is C1=NN=CCOC1. As for the charge: 0. The calculation puts the calculated total energy at -9268.1594 eV.

```
13
Properties=species:S:1:pos:R:3:forces:R:3
C -0.871260 1.152849 -0.450687 -0.18 -5.77 1.98
N -1.492374 0.027278 -0.851751 1.74 2.02 1.04
N -1.149575 -1.283795 -0.298518 4.55 2.95 0.17
C 0.189325 -1.377471 -0.027147 -3.74 -2.16 -1.39
C 1.434287 -0.540096 -0.099463 -0.95 0.54 -1.37
O 1.369231 0.645430 0.705832 0.15 -0.34 0.93
C 0.009065 1.192703 0.811110 1.49 0.19 1.83
H -1.095160 2.068991 -0.853214 -0.89 1.79 -1.45
H 0.498854 -2.443250 0.039633 -0.78 0.52 0.54
H 1.511305 0.052476 -1.051339 0.20 -1.88 -0.39
H 2.190860 -1.432905 0.036585 -0.36 2.98 0.31
H -0.443830 0.522700 1.657136 0.17 1.62 -1.43
H 0.309264 2.296247 1.173541 -1.39 -2.48 -0.75
```
Positions in Å, forces in eV/Å.


Energy relative to the best compared isomer or geometry (same formula, charge and spin)? In order: 123.5 115.7 4.5 19.7 0.0 123.2 kcal/mol.